This record from the Open Molecules 2025 dataset describes a cluster of 2 separate species, C2H5IN4 in total in a non-equilibrium geometry. The level of theory is ωB97M-V/def2-TZVPD.

Each line ends with the Mulliken charge.
Positions of all 12 atoms, in Å:
H 1.73212 -0.56347 1.29491  0.282
N 2.35637 0.20295 -0.59660  -0.610
I 4.35169 -0.09344 -0.02502  0.083
N -0.45293 2.98439 0.19884  0.704
C 0.01390 -0.19885 0.01007  -0.846
C 1.44163 -0.20958 0.21982  0.337
N -1.16624 3.38880 -0.66566  -0.643
H -0.55961 0.70731 0.31323  0.103
H -2.19250 2.99395 -0.68431  0.285
H -0.47171 -1.07460 0.40365  0.339
H -0.46991 -0.30790 -0.97994  0.310
N 0.41925 2.73609 0.86619  -0.344

Output
- Highest occupied orbital energy: -9.28 eV
- E_LUMO: -0.08 eV
- Total energy: -16212.194 eV
- Kohn-Sham gap: 9.20 eV

This record from the Open Molecules 2025 dataset describes a cluster of 2 separate species, C2H5IO3S in total in a non-equilibrium geometry. The level of theory is ωB97M-V/def2-TZVPD.

Each line ends with the Mulliken charge.
Positions of all 12 atoms, in Å:
C 0.02119 0.69192 0.95419  -0.824
I -1.90062 -1.94725 2.44166  -0.060
O 0.56354 -1.70165 0.43903  -0.496
O -1.66124 -0.75665 -0.25697  -0.377
C 1.18696 0.74566 -1.57331  -0.112
H 0.85199 0.81536 1.54690  0.358
H 2.12141 0.84306 -1.01010  0.287
H -0.81321 1.11261 1.41337  0.307
O 0.77898 -0.31715 -1.89519  -0.447
H 0.64565 1.67663 -1.87442  0.275
H -1.29842 -0.32559 -1.00603  0.365
S -0.49624 -0.83695 0.82088  0.723

Output
- Highest occupied orbital energy: -9.28 eV
- SMILES: C=[S@](=O)(O)I.C=O
- E_LUMO: -1.02 eV
- Total energy: -27229.527 eV
- Kohn-Sham gap: 8.27 eV

This record from the Open Molecules 2025 dataset describes a structure of composition C2H5IP2 in a non-equilibrium geometry. The level of theory is ωB97M-V/def2-TZVPD.

Each line ends with the Mulliken charge.
Positions of all 10 atoms, in Å:
I 3.01038 0.03798 0.15092  0.033
C 0.93509 0.07055 -0.76396  -0.427
H 0.39718 -1.87451 0.38341  0.441
H 1.13848 -0.51618 -1.74162  0.407
C 0.06147 -0.96532 0.23420  -1.141
P -0.55628 2.16324 0.72856  -0.063
H -1.05237 -1.05359 -0.01684  0.309
P 0.72216 1.88155 -0.80537  0.104
H -0.61965 3.52034 0.49975  0.025
H 0.03985 -0.41820 1.25628  0.311

Output
- Highest occupied orbital energy: -8.91 eV
- E_LUMO: -0.95 eV
- Total energy: -28831.223 eV
- Kohn-Sham gap: 7.96 eV

This record from the Open Molecules 2025 dataset describes a structure of composition C2H5IP2 in a non-equilibrium geometry. The level of theory is ωB97M-V/def2-TZVPD.

Each line ends with the Mulliken charge.
Positions of all 10 atoms, in Å:
C -0.22643 0.10600 -1.41672  -0.895
H -1.16002 1.19883 3.42058  0.076
H 1.35376 0.31503 0.19823  0.529
C 0.95957 -0.26271 -0.68539  -0.539
I 1.78324 -1.97193 -1.32562  0.043
P -0.06849 -1.00962 2.66694  0.059
P -1.00802 0.67858 2.05925  -0.090
H -1.20850 0.16404 -0.87774  0.185
H -0.36080 -0.44576 -2.29496  0.414
H -0.06431 1.22754 -1.74457  0.218

Output
- Highest occupied orbital energy (spin up / spin down): -8.44 / -7.58 eV
- E_LUMO (spin up / spin down): -1.09 / -1.27 eV
- Total energy: -28829.003 eV
- Kohn-Sham gap (spin up / spin down): 7.35 / 6.31 eV

This record from the Open Molecules 2025 dataset describes a structure of composition C2H5N2 in a non-equilibrium geometry. The level of theory is ωB97M-V/def2-TZVPD.

Each line ends with the Mulliken charge.
Positions of all 9 atoms, in Å:
H -1.27083 1.14831 -2.55180  0.418
H -1.16292 -0.37037 1.02962  0.328
H 1.81700 -0.26011 0.25581  0.268
N 0.62405 0.51650 -1.71422  0.063
H 0.16031 0.50459 2.03118  0.213
C 0.71319 -0.40425 0.00795  -0.452
N -0.29563 0.86406 -2.24593  0.182
C -0.19044 -0.05895 1.02343  -0.345
H 0.35797 -1.30668 -0.53486  0.325

Output
- Highest occupied orbital energy (spin up / spin down): -14.63 / -14.63 eV
- E_LUMO (spin up / spin down): -6.45 / -6.45 eV
- Total energy: -5123.176 eV
- Kohn-Sham gap (spin up / spin down): 8.17 / 8.17 eV
- Charge: +1

This record from the Open Molecules 2025 dataset describes the ion C2H5N2 with charge +1 in a non-equilibrium geometry. The level of theory is ωB97M-V/def2-TZVPD.

Each line ends with the Mulliken charge.
Positions of all 9 atoms, in Å:
H -1.41547 -0.64807 -1.05257  0.342
N 0.05534 0.28657 0.04033  0.133
C 1.28065 0.73428 0.03281  0.239
H 1.70436 1.67252 -0.09669  0.383
H -1.71561 0.78493 -0.06971  0.328
H 1.64039 -1.24286 0.69505  0.305
C -1.20437 -0.11087 -0.11837  -0.587
N 1.30930 -0.60995 -0.05490  -0.430
H -1.65458 -0.86656 0.62403  0.285

Output
- Highest occupied orbital energy: -15.55 eV
- SMILES: CN1C=[NH+]1
- E_LUMO: -5.98 eV
- Total energy: -5122.957 eV
- Kohn-Sham gap: 9.57 eV
- Charge: +1

This record from the Open Molecules 2025 dataset describes a structure of composition C2H5N2 in a non-equilibrium geometry. The level of theory is ωB97M-V/def2-TZVPD.

Each line ends with the Mulliken charge.
Positions of all 9 atoms, in Å:
H -0.54604 -1.97595 -0.12531  0.213
H -2.06473 0.16392 0.46950  0.430
C -1.12960 0.01389 0.08412  0.159
N -0.28423 -1.03815 -0.12148  -0.122
C 0.83679 -0.12922 -0.34101  -0.421
H -0.27852 1.91835 0.09040  0.292
H 2.23933 0.12864 1.30910  0.226
N -0.21823 0.90557 -0.14537  -0.131
H 1.44523 0.01294 -1.21995  0.353

Output
- Highest occupied orbital energy (spin up / spin down): -15.67 / -15.39 eV
- E_LUMO (spin up / spin down): -6.47 / -5.38 eV
- Total energy: -5122.557 eV
- Kohn-Sham gap (spin up / spin down): 9.20 / 10.01 eV
- Charge: +1

This record from the Open Molecules 2025 dataset describes the ion C2H5N2 with charge +1 in a non-equilibrium geometry. The level of theory is ωB97M-V/def2-TZVPD.

Each line ends with the Mulliken charge.
Positions of all 9 atoms, in Å:
H -1.68589 0.94636 0.64719  0.300
H 1.88660 -1.04669 -0.07154  0.274
H -1.50634 0.74396 -0.94926  0.292
N -0.76487 -0.86472 0.08121  -0.281
C -1.02349 0.56987 -0.02695  -0.469
C 0.26108 -0.09072 -0.01315  0.512
H 2.06497 0.69251 0.20095  0.280
N 1.54841 -0.12826 -0.02888  -0.280
H -1.18890 -1.76173 -0.41809  0.373

Output
- Highest occupied orbital energy: -16.22 eV
- SMILES: [NH2+]=C1CN1
- E_LUMO: -4.34 eV
- Total energy: -5125.940 eV
- Kohn-Sham gap: 11.88 eV
- Charge: +1

This record from the Open Molecules 2025 dataset describes a structure of composition C2H5N2 in a non-equilibrium geometry. The level of theory is ωB97M-V/def2-TZVPD.

Each line ends with the Mulliken charge.
Positions of all 9 atoms, in Å:
H 0.22117 -1.97540 0.15558  0.328
C -0.83760 -0.00114 -0.19412  -0.357
C 1.13865 0.16917 -0.03307  0.086
H 2.16344 0.03572 -0.02949  0.399
H 0.14621 2.08551 0.20731  0.306
N 0.12049 1.07572 -0.07142  -0.194
N 0.30055 -0.92733 -0.05169  -0.199
H -1.65272 -0.29047 0.93872  0.301
H -1.60019 -0.17179 -0.92182  0.328

Output
- Highest occupied orbital energy: -16.08 eV
- E_LUMO: -4.85 eV
- Total energy: -5125.221 eV
- Kohn-Sham gap: 11.23 eV
- Charge: +1

This record from the Open Molecules 2025 dataset describes the ion C2H5N2 with charge +1 in a non-equilibrium geometry. The level of theory is ωB97M-V/def2-TZVPD.

Each line ends with the Mulliken charge.
Positions of all 9 atoms, in Å:
H -1.56717 1.06768 1.75658  0.356
H 1.92220 -0.01340 -1.20082  0.296
C 0.99683 -0.44656 -0.86068  -0.383
H -0.05440 0.27431 2.13955  0.333
H -1.02424 0.31601 -1.79812  0.307
C -0.29709 0.32928 0.19341  0.291
N -0.34769 0.03542 -1.04954  -0.077
H 0.98556 -1.56217 -0.60166  0.266
N -0.77178 0.37795 1.37479  -0.389

Output
- Highest occupied orbital energy: -15.53 eV
- SMILES: [NH2+]=C1CN1
- E_LUMO: -4.19 eV
- Total energy: -5124.798 eV
- Kohn-Sham gap: 11.34 eV
- Charge: +1

Copy entry 5 word for word.
This record from the Open Molecules 2025 dataset describes a structure of composition C2H5N2 in a non-equilibrium geometry. The level of theory is ωB97M-V/def2-TZVPD.

Each line ends with the Mulliken charge.
Positions of all 9 atoms, in Å:
H -1.27083 1.14831 -2.55180  0.418
H -1.16292 -0.37037 1.02962  0.328
H 1.81700 -0.26011 0.25581  0.268
N 0.62405 0.51650 -1.71422  0.063
H 0.16031 0.50459 2.03118  0.213
C 0.71319 -0.40425 0.00795  -0.452
N -0.29563 0.86406 -2.24593  0.182
C -0.19044 -0.05895 1.02343  -0.345
H 0.35797 -1.30668 -0.53486  0.325

Output
- Highest occupied orbital energy (spin up / spin down): -14.63 / -14.63 eV
- E_LUMO (spin up / spin down): -6.45 / -6.45 eV
- Total energy: -5123.176 eV
- Kohn-Sham gap (spin up / spin down): 8.17 / 8.17 eV
- Charge: +1